[1]
# C7H10Cl12I2NS

C7H10Cl12I2NS as an isolated structure at a distorted geometry (ωB97M-V/def2-TZVPD, the OMol25 dataset).

Structure (ORCA input):
```
! wB97M-V def2-TZVPD RIJCOSX def2/J DEFGRID3
* xyz 1 1
C -2.931 0.433 2.194
C -1.765 -0.532 2.894
I -2.413 -2.241 4.172
C -0.295 -0.262 2.673
I 1.162 -1.579 3.717
N 0.259 0.844 1.796
S 1.370 1.872 2.699
H -3.881 0.533 2.902
H -3.236 0.051 1.115
H -2.525 1.547 2.076
H 0.742 0.370 0.982
H -0.458 1.481 1.384
H 0.648 3.083 2.942
C -3.036 3.925 -0.679
Cl -3.722 4.970 0.577
Cl -1.621 3.057 -0.062
Cl -4.255 2.785 -1.274
H -2.717 4.554 -1.514
C -0.611 -2.322 -0.708
Cl -0.859 -1.476 0.829
Cl -0.096 -1.186 -1.967
Cl 0.579 -3.621 -0.519
H -1.561 -2.767 -1.014
C 2.164 -2.867 -5.128
Cl 3.936 -2.888 -5.092
Cl 1.550 -4.093 -6.250
Cl 1.506 -3.124 -3.504
H 1.839 -1.884 -5.480
C 4.052 0.313 0.155
Cl 4.056 1.636 -1.024
Cl 2.546 -0.614 0.045
Cl 5.453 -0.744 -0.093
H 4.119 0.744 1.157
*
```

The LUMO energy is -3.800 eV. The total energy is -186204.864 eV. The value obtained for the energy relative to the best compared isomer or geometry (same formula, charge and spin) is 39.2 kcal/mol. As for the HOMO energy: -12.194 eV.

Here are the natural (NBO) charges for atoms 1 to 6, given in e:
1 C -0.70
2 C -0.14
3 I 0.30
4 C -0.15
5 I 0.30
6 N -0.80

[2]
# C7H13NO

C7H13NO as an isolated structure at a distorted geometry (ωB97M-V/def2-TZVPD, the OMol25 dataset).

Structure (ORCA input):
```
! wB97M-V def2-TZVPD RIJCOSX def2/J DEFGRID3
* xyz 0 1
C 1.378 0.395 -1.353
C -0.822 -0.928 1.009
C -0.291 -0.230 -1.730
C 0.176 -1.359 2.078
C -1.508 0.394 1.279
N -0.715 -1.186 -0.833
O 1.648 0.135 -0.044
C 1.364 1.797 -1.691
C 1.302 2.984 -1.867
H 0.747 0.083 0.455
H -0.143 -2.025 -0.903
H 2.018 -0.200 -2.008
H -1.596 -1.698 0.990
H -0.908 0.665 -1.679
H -0.110 -0.599 -2.743
H 0.782 -2.192 1.727
H 0.846 -0.547 2.354
H -0.370 -1.667 2.973
H -0.788 1.213 1.302
H -2.016 0.346 2.246
H -2.259 0.598 0.518
H 1.268 4.020 -2.079
*
```

The LUMO energy is 0.892 eV. The total energy is -11002.622 eV. The value obtained for the energy relative to the best compared isomer or geometry (same formula, charge and spin) is 118.3 kcal/mol. As for the HOMO energy: -8.235 eV.

Here are the natural (NBO) charges for atoms 1 to 6, given in e:
1 C 0.00
2 C -0.05
3 C -0.22
4 C -0.65
5 C -0.65
6 N -0.63

[3]
# C16H32N6O2PV

C16H32N6O2PV as an isolated structure at a distorted geometry (ωB97M-V/def2-TZVPD, the OMol25 dataset).

Structure (ORCA input):
```
! wB97M-V def2-TZVPD RIJCOSX def2/J DEFGRID3
* xyz 2 3
V -0.107 -0.176 0.188
N 0.499 1.265 -2.200
N 1.423 0.478 -2.915
C 1.784 -0.713 -2.420
N 2.654 -1.487 -3.027
N 1.183 -0.960 -1.242
N 1.343 -2.094 -0.525
O 2.003 -3.045 -0.805
O 0.638 -1.969 0.540
H -0.347 1.350 -2.749
H 0.897 2.190 -2.077
H 1.771 0.789 -3.809
H 3.055 -1.233 -3.916
H 2.873 -2.385 -2.630
C 1.717 2.133 0.492
N 1.630 0.811 1.167
C 2.959 0.152 1.077
C 1.287 1.023 2.615
C -0.155 0.722 2.898
C -0.738 1.209 4.063
C -2.031 0.834 4.397
C -2.751 -0.029 3.574
C -2.176 -0.502 2.410
C -0.872 -0.116 2.017
H 2.441 2.786 0.979
H 0.749 2.636 0.520
H 2.032 1.996 -0.543
H 3.713 0.738 1.605
H 3.273 0.072 0.038
H 2.916 -0.835 1.528
H 1.547 2.041 2.906
H 1.911 0.360 3.213
H -0.178 1.869 4.720
H -2.478 1.205 5.312
H -3.757 -0.327 3.846
H -2.764 -1.175 1.799
C -1.052 -2.844 -3.160
C -1.952 -1.669 -2.771
P -2.021 -1.240 -0.985
C -3.420 -0.039 -0.879
C -4.507 -0.089 -1.956
C -2.555 -2.811 -0.211
C -4.027 -3.186 -0.409
H -1.113 -3.012 -4.236
H -1.361 -3.772 -2.680
H 0.002 -2.685 -2.917
H -2.976 -1.888 -3.067
H -1.674 -0.770 -3.327
H -2.969 0.953 -0.854
H -3.857 -0.175 0.110
H -4.115 0.127 -2.952
H -5.266 0.663 -1.736
H -5.008 -1.057 -1.989
H -2.296 -2.774 0.844
H -1.907 -3.578 -0.635
H -4.698 -2.440 0.019
H -4.235 -4.134 0.086
H -4.282 -3.309 -1.465
*
```

The LUMO energy (alpha / beta) is -7.173 / -7.147 eV. The total energy is -65105.598 eV. As for the HOMO energy (alpha / beta): -14.511 / -14.554 eV.

Here are the natural (NBO) charges for atoms 1 to 6, given in e:
1 V 1.38
2 N -0.62
3 N -0.41
4 C 0.65
5 N -0.73
6 N -0.54

[4]
# C24H29Br12F15O10

C24H29Br12F15O10 as an isolated structure at a distorted geometry (ωB97M-V/def2-TZVPD, the OMol25 dataset).

Structure (ORCA input):
```
! wB97M-V def2-TZVPD RIJCOSX def2/J DEFGRID3
* xyz 0 1
C -0.588 -3.807 0.082
Br -1.596 -4.250 -1.586
Br 0.158 -5.324 1.147
Br -1.536 -2.463 1.086
H 0.389 -3.394 -0.171
C 0.134 2.722 -4.688
Br -0.056 4.348 -5.794
Br -1.334 1.417 -5.258
Br 0.108 3.116 -2.726
H 1.077 2.202 -4.848
C 4.290 -4.179 4.239
Br 4.941 -3.241 5.850
Br 5.647 -4.300 2.731
Br 2.577 -3.463 3.657
H 3.984 -5.178 4.549
C 3.734 -4.461 -1.450
Br 3.392 -3.260 0.084
Br 3.824 -3.387 -3.137
Br 2.221 -5.778 -1.672
H 4.629 -5.047 -1.237
C -0.109 4.132 1.266
C -0.880 5.462 1.438
O -1.717 5.748 0.247
C -3.016 5.340 0.125
O -3.651 4.726 1.041
C -3.657 5.729 -1.203
F -4.653 6.498 -0.883
F -2.848 6.564 -1.994
F -4.031 4.724 -1.944
H 0.563 4.120 2.124
H 0.511 4.216 0.373
H -0.607 3.163 1.295
H -0.262 6.343 1.611
H -1.548 5.414 2.298
C -4.045 -0.822 -0.645
C -3.411 0.454 -0.111
O -4.386 1.104 0.867
C -4.354 0.990 2.267
O -3.745 0.111 2.928
C -5.187 2.028 2.993
F -4.272 2.809 3.629
F -5.888 2.778 2.130
F -6.039 1.533 3.970
H -3.358 -1.446 -1.217
H -4.881 -0.545 -1.287
H -4.486 -1.481 0.103
H -3.185 1.235 -0.838
H -2.526 0.255 0.494
C -1.225 -0.808 5.065
C -2.389 -1.673 5.527
O -1.886 -2.704 6.353
C -2.189 -2.706 7.654
O -2.818 -1.801 8.305
C -1.826 -4.117 8.309
F -0.587 -4.102 8.778
F -2.667 -4.391 9.295
F -1.870 -5.156 7.456
H -0.816 -1.305 4.185
H -0.376 -0.762 5.748
H -1.419 0.144 4.570
H -2.887 -2.220 4.727
H -3.140 -1.063 6.030
C -0.064 -0.651 -2.238
C 1.293 -1.076 -1.569
O 1.278 -0.944 -0.130
C 1.325 0.223 0.530
O 1.439 1.331 0.027
C 1.208 0.035 2.015
F 1.155 -1.208 2.353
F 2.310 0.606 2.579
F 0.210 0.868 2.375
H 0.129 0.370 -2.568
H -0.999 -0.828 -1.707
H -0.098 -1.249 -3.148
H 2.201 -0.575 -1.907
H 1.338 -2.164 -1.623
C 6.201 0.330 -8.741
C 5.138 1.025 -7.970
O 4.622 0.215 -6.821
C 3.408 0.533 -6.267
O 2.690 1.479 -6.661
C 3.058 -0.394 -5.135
F 2.249 -1.335 -5.651
F 4.103 -1.010 -4.623
F 2.418 0.267 -4.169
H 7.085 0.083 -8.153
H 6.508 0.795 -9.678
H 5.768 -0.638 -8.992
H 4.256 1.213 -8.583
H 5.547 1.910 -7.482
*
```

The LUMO energy is -0.810 eV. The total energy is -927102.147 eV. The value obtained for the energy relative to the best compared isomer or geometry (same formula, charge and spin) is 0.0 kcal/mol. As for the HOMO energy: -10.355 eV.

Here are the Mulliken charges for atoms 1 to 6, given in e:
1 C 0.64
2 Br -0.07
3 Br -0.06
4 Br 0.11
5 H -0.67
6 C 0.06

[5]
# C9H11BBrFN4O4

One molecule with the formula C9H11BBrFN4O4 at a distorted geometry (ωB97M-V/def2-TZVPD, the OMol25 dataset).

Structure (ORCA input):
```
! wB97M-V def2-TZVPD RIJCOSX def2/J DEFGRID3
* xyz 0 1
C -0.701 -0.147 -3.221
C -1.588 -1.350 -2.884
N -2.138 -1.371 -1.514
N -1.484 -0.535 -0.603
N -2.103 0.622 -0.397
C -1.458 1.342 0.454
Br -2.341 3.012 0.856
C -0.236 1.084 1.122
B 0.388 2.151 2.152
N 0.629 1.702 3.515
O 0.670 3.458 1.838
C 0.347 -0.142 0.852
C 1.640 -0.609 1.458
C 2.879 0.050 0.866
O 3.971 -0.352 1.116
F 2.741 1.106 0.037
C -0.377 -0.945 -0.050
C 0.192 -2.338 -0.358
O 0.861 -2.449 -1.390
O -0.045 -3.170 0.494
H 0.338 -0.419 -3.021
H -1.009 0.789 -2.755
H -0.761 0.016 -4.300
H -2.432 -1.348 -3.582
H -1.058 -2.286 -3.077
H -2.301 -2.286 -1.119
H 1.631 1.708 3.688
H 0.292 0.755 3.646
H 0.046 3.998 2.336
H 1.659 -0.359 2.516
H 1.749 -1.686 1.325
*
```

The LUMO energy is -1.762 eV. The total energy is -97097.925 eV. As for the HOMO energy: -9.484 eV.

Here are the natural (NBO) charges for atoms 1 to 6, given in e:
1 C -0.65
2 C -0.23
3 N -0.44
4 N 0.04
5 N -0.18
6 C 0.18